1.
Density functional theory data (ωB97M-V with the def2-TZVPD basis set) for a 2-piece molecular cluster, C2H3ClN4 overall.

- Strongest force on any atom: 3.9 eV/A
- E_LUMO: 0.1 eV
- HOMO level: -9.4095 eV
- DFT total energy: -20601.8391 eV

Geometry as XYZ:
```
10
C2H3ClN4, DFT ωB97M-V with the def2-TZVPD basis set
N 1.061 0.536 -1.332
C 1.490 0.364 -0.200
N 1.654 -0.150 0.885
Cl 1.978 0.374 2.460
H 1.686 1.017 -2.052
N -1.628 -1.534 -0.347
C -1.398 -0.408 0.017
N -1.529 0.666 0.552
H -1.095 -1.790 -1.189
H -2.219 0.926 1.203
```

2.
Density functional theory data (ωB97M-V with the def2-TZVPD basis set) for one molecule with the formula C2H3ClNOP.

- Strongest force on any atom: 5.0 eV/A
- E_LUMO: 0.5 eV
- HOMO level: -9.8742 eV
- DFT total energy: -27471.5779 eV

Geometry as XYZ:
```
9
C2H3ClNOP, DFT ωB97M-V with the def2-TZVPD basis set
Cl 2.582 -0.615 0.841
P 1.625 0.894 -0.109
N 0.736 -0.132 -1.320
C -0.429 -0.443 -0.854
C -0.823 0.209 0.433
O 0.284 0.893 0.894
H -1.009 -1.176 -1.235
H -1.629 0.837 0.289
H -1.339 -0.466 1.061
```

3.
Density functional theory data (ωB97M-V with the def2-TZVPD basis set) for a 2-piece molecular cluster, C2H3ClNOP overall.

- Strongest force on any atom: 4.3 eV/A
- E_LUMO: -0.9 eV
- HOMO level: -10.1240 eV
- DFT total energy: -27469.6264 eV

Geometry as XYZ:
```
9
C2H3ClNOP, DFT ωB97M-V with the def2-TZVPD basis set
C 0.059 -0.940 -0.129
C -1.711 1.193 0.137
N 1.074 -1.126 -0.655
O -2.584 -1.424 0.834
P -1.565 -0.446 0.296
Cl 3.997 -0.200 0.354
H 4.179 -0.220 -0.904
H -0.799 1.600 -0.208
H -2.649 1.562 0.275
```

> Which value of HOMO level does entry 3 give?

-10.1240 eV